{
  "formula": "C8H11NO",
  "method": "ωB97M-V with the def2-TZVPD basis set",
  "charge": 0,
  "smiles": "c1ccccc1.CC(N)=O",
  "spin_multiplicity": 1,
  "homo_lumo_gap_ev": 9.5,
  "total_energy_ha": -441.249669,
  "homo_ev": -8.94,
  "lumo_energy_ev": 0.517,
  "symbols": ["C", "C", "C", "C", "C", "C", "C", "C", "H", "H", "H", "H", "H", "H", "H", "H", "H", "H", "H", "N", "O"],
  "positions_angstrom": [[-0.0152, -1.4434, 1.8447], [-0.0681, -0.8556, 0.6311], [-0.5308, 0.3317, 0.5306], [-0.7245, 1.1473, 1.6912], [-0.8413, 0.5921, 2.9439], [-0.3976, -0.7078, 2.9576], [-0.0303, 0.0279, -2.3687], [1.2933, -0.0278, -1.6510], [0.4568, -2.5293, 1.9275], [0.0158, -1.6260, -0.1755], [-0.7542, 0.8302, -0.4005], [-1.0057, 2.1862, 1.6503], [-1.1746, 1.0198, 3.8730], [-0.2700, -1.3729, 4.0072], [-0.9237, 0.8571, -3.9529], [0.9903, 1.3607, -3.8328], [1.0321, -0.4697, -0.5184], [1.7733, 1.2118, -1.5904], [2.1303, -0.8226, -2.0478], [0.1843, 0.5351, -3.5779], [-1.1402, -0.2449, -1.9410]],
  "forces_ev_per_angstrom": [[1.738, -2.335, 2.662], [-0.273, -7.059, -0.707], [-2.002, 7.910, 0.973], [-1.441, 0.076, -0.365], [1.061, -1.051, -0.511], [0.976, -4.444, 3.945], [1.470, 0.321, 0.774], [2.894, -0.236, 3.331], [-1.342, 2.453, 0.094], [-0.251, 1.149, 0.422], [0.301, -0.075, 0.482], [-0.055, 0.260, -0.755], [0.054, 0.635, -0.126], [-0.658, 2.192, -2.695], [4.405, -1.103, 0.890], [-3.083, -3.479, 1.396], [2.185, 2.107, -4.031], [-1.336, -4.091, -0.117], [-2.183, 2.319, 0.370], [-2.873, 5.082, -5.009], [0.414, -0.631, -1.023]],
  "mulliken_charge": [-0.644, 0.655, -0.334, -0.839, -0.608, 0.054, 0.632, -0.782, 0.195, 0.368, 0.317, 0.329, 0.403, 0.126, 0.308, 0.322, 0.118, 0.263, 0.279, -0.569, -0.596]
}

---

{
  "formula": "C18H20N2O5S",
  "method": "ωB97M-V with the def2-TZVPD basis set",
  "charge": 0,
  "smiles": "COc1ccc(-c2onc(C)c2C)cc1S(=O)(=O)NCCc1ccco1",
  "spin_multiplicity": 1,
  "homo_lumo_gap_ev": 8.7,
  "total_energy_ha": -1581.738919,
  "homo_ev": -8.27,
  "lumo_energy_ev": 0.472,
  "symbols": ["C", "H", "H", "H", "O", "C", "C", "C", "C", "C", "C", "S", "O", "O", "N", "H", "C", "H", "H", "C", "C", "C", "C", "C", "O", "H", "H", "H", "H", "H", "H", "C", "C", "C", "N", "O", "C", "H", "H", "H", "C", "H", "H", "H", "H", "H"],
  "positions_angstrom": [[3.1648, 1.6518, 2.5291], [2.7145, 1.8533, 3.5056], [3.0481, 2.5259, 1.8808], [4.2232, 1.4345, 2.6594], [2.6131, 0.4971, 1.9340], [1.2987, 0.4844, 1.6457], [0.4030, 1.5292, 1.8798], [-0.9233, 1.4034, 1.5206], [-1.4122, 0.2410, 0.9183], [-0.5173, -0.8062, 0.6954], [0.8034, -0.6756, 1.0511], [1.9093, -2.0526, 0.7762], [2.4236, -2.5049, 2.0344], [1.2233, -3.0010, -0.0607], [3.1744, -1.3678, -0.0652], [4.0453, -1.5304, 0.4109], [3.2084, -1.5305, -1.5024], [3.1337, -2.5888, -1.7842], [4.1547, -1.1241, -1.8649], [2.0410, -0.7702, -2.1366], [2.0182, 0.6597, -1.7098], [0.9765, 1.5099, -1.4799], [1.5486, 2.7440, -1.0837], [2.8935, 2.5507, -1.1040], [3.1856, 1.2956, -1.4864], [3.7184, 3.2009, -0.8886], [1.0256, 3.6412, -0.8234], [-0.0661, 1.2876, -1.5745], [2.1328, -0.8388, -3.2251], [1.1036, -1.2419, -1.8419], [-0.8189, -1.7393, 0.2534], [-2.8131, 0.1572, 0.5557], [-3.5693, -0.7672, -0.1352], [-4.8786, -0.2074, -0.1145], [-4.8811, 0.9330, 0.5236], [-3.6196, 1.1738, 0.9406], [-6.1173, -0.7713, -0.7057], [-6.9473, -0.1006, -0.5059], [-6.0025, -0.8897, -1.7822], [-6.3306, -1.7473, -0.2727], [-3.1776, -2.0487, -0.7791], [-4.0173, -2.4504, -1.3409], [-2.8823, -2.7835, -0.0307], [-2.3414, -1.9009, -1.4607], [-1.6051, 2.2193, 1.7051], [0.7354, 2.4459, 2.3396]],
  "forces_ev_per_angstrom": [[0.087, 0.234, 0.095], [0.002, -0.025, -0.041], [-0.011, -0.066, 0.031], [-0.062, 0.054, 0.010], [-0.268, 0.030, 0.053], [-0.085, 0.153, 0.082], [0.311, -0.068, 0.122], [-0.054, -0.229, -0.111], [0.347, 0.223, 0.190], [-0.243, 0.099, 0.002], [0.621, -0.481, -0.011], [0.329, -0.004, 0.032], [0.117, 0.289, 0.007], [-0.055, 0.312, -0.140], [-0.593, -0.490, 0.547], [0.073, -0.014, 0.265], [-0.418, -0.223, -0.545], [0.124, 0.182, -0.076], [-0.058, -0.051, 0.118], [0.530, 0.180, -0.099], [-1.099, 0.004, -0.093], [0.447, -0.444, -0.228], [0.554, 0.065, -0.017], [-0.507, 0.734, 0.184], [0.449, -0.361, -0.135], [0.173, 0.010, 0.003], [-0.033, 0.238, 0.074], [-0.239, -0.152, -0.010], [-0.068, -0.069, 0.034], [-0.035, 0.068, -0.130], [-0.127, -0.116, -0.096], [-0.963, -0.719, -0.608], [0.419, 0.692, 0.457], [0.557, 0.310, 0.307], [-1.192, -0.021, -0.296], [0.939, -0.197, 0.127], [0.005, 0.082, 0.043], [-0.093, -0.001, -0.022], [-0.059, -0.035, -0.058], [-0.071, -0.057, -0.022], [0.090, 0.052, 0.099], [0.017, -0.084, -0.059], [0.033, -0.148, -0.045], [0.049, -0.109, -0.094], [-0.021, 0.086, 0.030], [0.082, 0.069, 0.024]],
  "mulliken_charge": [-0.945, 0.354, 0.341, 0.273, -0.335, 0.884, -0.722, -1.060, 0.252, -0.756, 0.018, 1.423, -0.810, -0.725, -0.161, 0.304, -0.891, 0.328, 0.493, -0.633, 0.563, -0.385, -0.477, -0.823, -0.352, 0.519, 0.480, 0.726, 0.414, 0.111, 0.745, 0.174, 0.995, 0.523, -0.857, -0.202, -1.309, 0.365, 0.326, 0.324, -1.495, 0.403, 0.328, 0.333, 0.481, 0.457]
}